# C5H5O2

The ion C5H5O2 with charge +1 at a distorted geometry (the ωB97M-V functional and the def2-TZVPD basis, the OMol25 dataset).

Computed properties:
energy above the lowest of the compared OMol25 structures with the same formula, charge and spin: 51.29 kJ/mol
DFT total energy: -343.62687 a.u.
E_LUMO: -6.2 eV
net charge: +1
max |F|: 0.075 hartree/bohr
HOMO-LUMO gap: 9.07 eV

Last columns: bonded neighbours and bond lengths (Å).
Atoms and positions in Å:
1 C 0.21635 0.25904 -1.16426  C2 1.500, C3 1.383, H8 1.083
2 C 0.22494 -0.64112 0.03583  C1 1.500, C4 1.633, C5 1.429, H9 1.053
3 C -0.99041 0.93309 -1.12846  C1 1.383, O7 1.417, H10 1.127
4 C 1.34662 -0.07782 1.07983  C2 1.633, O6 1.176, H11 1.208
5 C -1.10263 -0.52235 0.55008  C2 1.429, O7 1.266, H12 1.102
6 O 1.41419 -0.29996 2.23232  C4 1.176
7 O -1.77125 0.32117 -0.11727  C3 1.417, C5 1.266
8 H 1.09862 0.27919 -1.79218  C1 1.083
9 H 0.62002 -1.61722 0.05028  C2 1.053
10 H -1.56679 1.66254 -1.76511  C3 1.127
11 H 2.07126 0.77986 0.63371  C4 1.208
12 H -1.56092 -1.07642 1.38523  C5 1.102